The following is a DFT calculation (ωB97M-V with the def2-TZVPD basis set) of an isolated molecule of C4H6N2 at a distorted geometry.

Bonds (Å) are listed after each position.
Geometry (Å):
1 N -1.28 -1.30 0.80  C2 1.300, H7 1.011, H8 1.020
2 C -0.99 -0.14 0.29  N1 1.300, C3 1.499
3 C -0.06 -0.21 -0.88  C2 1.499, C4 1.540, H9 1.093, H10 1.104
4 C 1.09 0.61 -0.26  C3 1.540, C5 1.472, H11 1.102, H12 1.092
5 C 0.44 1.68 0.50  C4 1.472, N6 1.161
6 N 0.17 2.68 1.04  C5 1.161
7 H -1.74 -1.33 1.70  N1 1.011
8 H -1.04 -2.19 0.35  N1 1.020
9 H -0.49 0.36 -1.71  C3 1.093
10 H 0.23 -1.22 -1.24  C3 1.104
11 H 1.71 0.00 0.42  C4 1.102
12 H 1.76 1.08 -0.99  C4 1.092

Calculated values
- Largest force on an atom: 2.132 eV/A
- HOMO-LUMO gap: 9.121 eV
- E_HOMO: -8.3 eV
- Relative energy (zero: lowest compared OMol25 entry of this formula, charge and spin): 276.9 kJ/mol
- Energy: -265.4301 Eh

Results of the Mulliken charge analysis, in e, for atoms 1 through 2: number 1, N, carries -0.26; number 2, C, carries -0.46